Record 1
One molecule with the formula C4H7NO. Source: the Open Molecules 2025 dataset; level of theory: ωB97M-V/def2-TZVPD.

Last column: natural (NBO) charge in e.
Geometry (Å):
C (1.58, 0.32, -0.21)  -0.4102
N (0.17, 0.38, 0.05)  -0.4042
C (-0.50, -0.39, 1.09)  -0.3293
C (-1.77, -0.07, 0.27)  0.6272
O (-2.92, 0.17, 0.47)  -0.4984
C (-0.80, -0.11, -0.92)  -0.3299
H (1.95, -0.70, -0.42)  0.1686
H (1.81, 0.97, -1.05)  0.2068
H (2.12, 0.71, 0.66)  0.2067
H (-0.39, -1.49, 0.87)  0.1648
H (-0.31, -0.13, 2.13)  0.2167
H (-0.91, 0.44, -1.86)  0.2162
H (-0.67, -1.22, -1.06)  0.1647

Results
E_HOMO = -9.3 eV
2S+1 = 1
F_max = 0.0166 hartree/bohr
Molecular weight = 85.11 g mol⁻¹
HOMO-LUMO gap = 10.240 eV
Lowest unoccupied orbital energy = 0.937 eV
Relative energy (zero: lowest compared OMol25 entry of this formula, charge and spin) = 2.501 eV

Record 2
C29H35F4N3O3P2PtS as an isolated structure in a non-equilibrium geometry. Source: the Open Molecules 2025 dataset; level of theory: ωB97M-V/def2-TZVPD.

Last column: Mulliken charge in e.
Geometry (Å):
Pt (-0.39, 0.29, 0.41)  4.0638
C (0.77, -1.19, 4.07)  -1.9336
C (0.27, -1.90, 2.83)  0.0617
N (-0.83, -1.26, 2.02)  -0.2900
C (-1.90, -0.73, 2.92)  -0.9045
C (-1.59, 0.60, 3.61)  -1.3605
C (-1.40, -2.36, 1.20)  -1.4760
C (-0.39, -2.77, 0.16)  -0.7386
N (-0.07, -1.64, -0.70)  0.2002
C (0.58, -1.82, -1.87)  -0.3003
C (0.50, -0.84, -2.90)  -0.4737
F (-0.20, 0.26, -2.68)  -0.0861
C (1.09, -1.02, -4.13)  -0.0299
F (0.96, -0.06, -5.04)  -0.2812
C (1.78, -2.18, -4.43)  -0.3902
C (1.90, -3.15, -3.45)  0.0397
F (2.58, -4.26, -3.70)  -0.2717
C (1.35, -2.98, -2.20)  0.8606
F (1.56, -3.91, -1.29)  -0.3360
H (1.69, -1.67, 4.39)  0.4477
H (0.95, -0.13, 3.92)  0.3982
H (0.06, -1.28, 4.89)  0.4096
H (1.10, -2.09, 2.15)  -0.2072
H (-0.10, -2.88, 3.13)  0.4278
H (-2.79, -0.62, 2.31)  0.6362
H (-2.12, -1.51, 3.66)  0.6922
H (-0.93, 1.22, 3.00)  0.1558
H (-2.51, 1.16, 3.74)  0.4041
H (-1.13, 0.47, 4.59)  0.4176
H (-1.65, -3.21, 1.84)  0.6232
H (-2.31, -2.01, 0.72)  0.2532
H (0.49, -3.23, 0.62)  0.4842
H (-0.82, -3.54, -0.49)  0.7278
H (2.23, -2.32, -5.41)  0.5565
C (-1.30, 2.78, -1.97)  -1.5291
P (-0.13, 2.32, -0.68)  0.9666
C (-0.13, 3.70, 0.48)  -0.8000
C (1.55, 2.33, -1.34)  0.7119
C (1.95, 3.15, -2.40)  -1.0672
C (3.27, 3.13, -2.81)  -0.8240
C (4.20, 2.33, -2.16)  -0.9455
C (3.80, 1.53, -1.09)  -0.9881
C (2.47, 1.52, -0.69)  0.6269
P (1.89, 0.51, 0.70)  0.6928
C (2.54, 1.28, 2.20)  -1.4011
C (2.87, -1.01, 0.54)  -1.6911
H (-1.31, 2.07, -2.79)  0.3210
H (-1.00, 3.76, -2.35)  0.6662
H (-2.28, 2.89, -1.52)  0.3654
H (0.21, 4.59, -0.07)  0.4942
H (0.56, 3.52, 1.30)  0.1895
H (-1.13, 3.89, 0.86)  0.3458
H (1.24, 3.78, -2.91)  0.4694
H (3.59, 3.76, -3.64)  0.4728
H (5.23, 2.33, -2.47)  0.4662
H (4.55, 0.92, -0.60)  0.3845
H (3.54, 1.65, 1.98)  0.5077
H (2.60, 0.56, 3.01)  0.4826
H (1.92, 2.13, 2.51)  0.3163
H (3.92, -0.72, 0.58)  0.8017
H (2.68, -1.49, -0.42)  0.3298
H (2.69, -1.70, 1.35)  0.5347
O (-3.35, 4.02, 0.65)  -0.6825
S (-3.63, 2.79, 1.34)  1.0066
O (-3.72, 2.79, 2.76)  -0.6815
N (-2.50, 1.67, 0.80)  -0.4854
C (-3.07, 0.75, 0.05)  0.5205
O (-2.32, -0.15, -0.45)  -1.3293
C (-4.53, 0.86, -0.11)  0.4059
C (-5.40, 0.03, -0.80)  -0.3898
C (-6.75, 0.33, -0.75)  -0.8166
C (-7.22, 1.42, -0.02)  -0.5829
C (-6.34, 2.26, 0.67)  -0.7972
C (-5.00, 1.95, 0.60)  0.1624
H (-5.03, -0.82, -1.35)  0.5737
H (-7.46, -0.30, -1.27)  0.4463
H (-8.28, 1.63, 0.00)  0.4444
H (-6.70, 3.11, 1.23)  0.5247

Results
E_HOMO = -14.1 eV
2S+1 = 1
F_max = 0.0349 hartree/bohr
Molecular weight = 838.70 g mol⁻¹
HOMO-LUMO gap = 5.292 eV
Lowest unoccupied orbital energy = -8.810 eV
Relative energy (zero: lowest compared OMol25 entry of this formula, charge and spin) = 1.254 eV
Charge = +2

Record 3
C3H3ClOS as an isolated structure in a non-equilibrium geometry. Source: the Open Molecules 2025 dataset; level of theory: ωB97M-V/def2-TZVPD.

Last column: natural (NBO) charge in e.
Geometry (Å):
C (0.51, -1.02, 0.32)  -0.4235
C (0.13, 0.03, -0.67)  -0.4790
C (-0.69, -0.15, 0.51)  -0.1291
O (0.06, 2.75, -0.49)  -0.8949
S (0.76, 1.57, 0.03)  1.0825
Cl (-2.25, -0.15, 1.08)  0.1369
H (0.24, -2.17, 0.07)  0.2443
H (1.31, -0.72, 0.92)  0.2156
H (-0.09, -0.14, -1.78)  0.2472

Results
E_HOMO (spin up / spin down) = -8.3 / -8.3 eV
2S+1 = 1
F_max = 0.0750 hartree/bohr
Molecular weight = 122.58 g mol⁻¹
HOMO-LUMO gap (spin up / spin down) = 7.829 / 7.833 eV
Lowest unoccupied orbital energy (spin up / spin down) = -0.515 / -0.513 eV
Relative energy (zero: lowest compared OMol25 entry of this formula, charge and spin) = 3.752 eV

What did the first record say?
One molecule with the formula C4H7NO. Source: the Open Molecules 2025 dataset; level of theory: ωB97M-V/def2-TZVPD.

Last column: natural (NBO) charge in e.
Geometry (Å):
C (1.58, 0.32, -0.21)  -0.4102
N (0.17, 0.38, 0.05)  -0.4042
C (-0.50, -0.39, 1.09)  -0.3293
C (-1.77, -0.07, 0.27)  0.6272
O (-2.92, 0.17, 0.47)  -0.4984
C (-0.80, -0.11, -0.92)  -0.3299
H (1.95, -0.70, -0.42)  0.1686
H (1.81, 0.97, -1.05)  0.2068
H (2.12, 0.71, 0.66)  0.2067
H (-0.39, -1.49, 0.87)  0.1648
H (-0.31, -0.13, 2.13)  0.2167
H (-0.91, 0.44, -1.86)  0.2162
H (-0.67, -1.22, -1.06)  0.1647

Results
E_HOMO = -9.3 eV
2S+1 = 1
F_max = 0.0166 hartree/bohr
Molecular weight = 85.11 g mol⁻¹
HOMO-LUMO gap = 10.240 eV
Lowest unoccupied orbital energy = 0.937 eV
Relative energy (zero: lowest compared OMol25 entry of this formula, charge and spin) = 2.501 eV